(1)
{
  "formula": "C5H11N5O2",
  "method": "ωB97M-V/def2-TZVPD",
  "elements": ["N", "N", "H", "H", "C", "O", "H", "C", "H", "N", "H", "C", "H", "H", "H", "O", "C", "H", "C", "N", "H", "H", "N"],
  "positions_angstrom": [[0.06, -1.77, -2.22], [1.86, 1.05, -0.38], [2.48, -0.70, -2.33], [2.62, -2.14, -1.27], [2.24, -1.08, -1.33], [-1.38, -0.20, 2.52], [-1.64, -1.09, -1.01], [-2.15, 0.57, 0.35], [2.24, 1.94, -0.01], [0.82, -1.19, -1.19], [3.69, 0.18, -0.24], [-1.72, 0.87, 1.81], [-0.03, -2.74, -2.23], [-3.21, 0.33, 0.36], [2.49, -0.58, 0.74], [-1.82, 2.04, 2.14], [0.04, -0.19, -0.49], [0.11, -1.40, -3.13], [2.64, -0.12, -0.23], [0.51, 0.96, -0.21], [-2.05, 1.59, -0.22], [-1.22, -1.00, 1.95], [-1.28, -0.37, -0.35]],
  "lowdin_charge": [0.056, -0.099, 0.112, 0.128, -0.167, 0.114, 0.132, -0.109, 0.137, -0.135, 0.123, -0.521, 0.061, 0.121, 0.110, 0.079, -0.392, 0.084, -0.214, 0.091, 0.151, 0.132, 0.008],
  "charge": 0,
  "e_above_lowest_kj_mol": 358.8,
  "multiplicity": 1,
  "total_energy_ev": -16906.53316
}

---

(2)
{
  "formula": "C9H20N2O7PS",
  "method": "ωB97M-V/def2-TZVPD",
  "elements": ["O", "P", "O", "C", "H", "H", "C", "O", "H", "N", "C", "H", "O", "O", "O", "H", "C", "S", "H", "H", "H", "H", "C", "C", "O", "C", "H", "H", "H", "N", "H", "H", "H", "H", "H", "C", "C", "H", "H", "H"],
  "positions_angstrom": [[0.89, -1.41, -2.08], [0.71, 1.84, 2.86], [1.27, -3.82, -0.46], [0.45, 1.21, -1.88], [2.50, 0.45, 2.71], [-0.02, -0.76, 3.03], [-0.95, 0.75, 0.07], [0.73, 3.28, 2.03], [-0.48, -1.94, 1.22], [1.83, 0.84, 2.08], [-1.65, -0.58, 0.10], [-1.69, -0.65, 3.44], [-1.02, -1.46, -3.28], [2.91, -2.06, -0.08], [3.43, -4.37, 0.53], [-1.59, -0.74, -3.55], [-0.94, 1.43, -1.30], [2.73, -3.50, -0.47], [-1.46, 2.57, 1.02], [0.08, 0.57, 0.35], [1.01, 2.14, -1.85], [-2.13, -1.98, 1.69], [0.16, -0.87, -2.84], [-0.98, 1.10, 2.48], [3.30, -3.73, -1.83], [-1.33, -1.31, 1.42], [1.47, 0.60, -3.63], [-2.57, 1.40, 1.20], [-0.25, 0.97, -3.98], [-1.56, 1.56, 1.17], [1.01, 0.51, -1.26], [-1.62, 1.53, 3.25], [-1.74, 1.07, -1.94], [-1.09, 2.51, -1.19], [2.31, 1.28, 1.30], [-0.98, -0.42, 2.66], [0.45, 0.57, -3.26], [-1.23, -1.18, -0.70], [-2.72, -0.50, -0.11], [0.75, 3.11, 1.08]],
  "lowdin_charge": [0.157, 0.849, -0.512, -0.191, 0.052, 0.099, -0.293, -0.311, 0.123, -0.132, -0.116, 0.101, 0.092, -0.539, -0.500, 0.079, -0.115, 0.145, 0.151, 0.128, 0.114, 0.109, -0.507, -0.395, -0.493, -0.112, 0.130, 0.179, 0.111, 0.073, 0.107, 0.098, 0.114, 0.109, 0.056, -0.161, -0.077, 0.118, 0.123, 0.036],
  "charge": -1,
  "multiplicity": 1,
  "total_energy_ev": -47091.66726
}

---

(3)
{
  "formula": "C6H13N",
  "method": "ωB97M-V/def2-TZVPD",
  "elements": ["H", "C", "H", "H", "H", "H", "C", "C", "C", "H", "H", "H", "H", "C", "H", "H", "C", "H", "H", "N"],
  "positions_angstrom": [[-1.87, 0.42, -0.94], [-1.04, -0.71, 0.70], [-1.43, -0.78, 1.79], [-2.75, -1.07, -0.51], [1.11, -0.65, 1.28], [4.37, 0.48, -0.67], [2.37, 0.03, -1.10], [0.41, -0.15, 0.60], [3.41, 0.24, -0.24], [0.42, -0.53, -1.67], [3.21, 0.46, 0.87], [0.31, 0.87, 0.99], [-4.16, 0.51, 0.68], [-2.23, -0.19, -0.13], [-0.92, -1.90, 0.60], [0.86, 1.25, -1.20], [0.88, 0.13, -0.85], [2.67, -0.26, -2.14], [-2.84, 0.50, 1.76], [-3.12, 0.67, 0.75]],
  "lowdin_charge": [0.082, -0.228, 0.107, 0.093, 0.102, 0.033, -0.225, -0.211, -0.024, 0.123, 0.071, 0.105, 0.072, -0.269, 0.134, 0.152, -0.227, 0.100, 0.060, -0.049],
  "charge": 0,
  "e_above_lowest_kj_mol": 216.9,
  "multiplicity": 1,
  "total_energy_ev": -7920.58531
}

---

(4)
{
  "formula": "C5H11NO2",
  "method": "ωB97M-V/def2-TZVPD",
  "elements": ["H", "H", "O", "H", "H", "H", "C", "H", "C", "C", "H", "C", "H", "N", "C", "O", "H", "H", "H"],
  "positions_angstrom": [[-1.78, -2.21, 0.05], [2.27, 0.30, 0.52], [-0.82, 1.34, -1.51], [0.63, -1.69, -1.86], [2.05, 1.60, 1.70], [-0.77, -1.97, 1.45], [0.22, 0.77, 0.98], [-0.09, 1.98, -1.54], [-0.80, 0.59, 0.01], [-0.20, -0.74, -0.24], [1.80, 1.88, -0.03], [-0.76, -1.99, 0.36], [-2.57, 1.15, -0.20], [0.54, -0.82, -1.36], [1.65, 1.17, 0.79], [-2.11, 0.60, 0.45], [1.12, -0.01, -1.63], [-0.20, -2.89, 0.08], [-0.17, 0.93, 1.98]],
  "lowdin_charge": [0.086, 0.066, -0.096, 0.109, 0.074, 0.088, -0.097, 0.036, -0.479, -0.321, 0.067, -0.017, 0.112, 0.126, -0.108, 0.047, 0.112, 0.079, 0.119],
  "charge": 0,
  "e_above_lowest_kj_mol": 408.2,
  "multiplicity": 1,
  "total_energy_ev": -10945.03582
}

---

(5)
{
  "formula": "C5H14N2O",
  "method": "ωB97M-V/def2-TZVPD",
  "elements": ["C", "H", "N", "C", "H", "H", "C", "H", "H", "H", "N", "H", "C", "H", "H", "H", "H", "O", "H", "H", "H", "C"],
  "positions_angstrom": [[-0.01, -0.57, 0.96], [-1.91, 0.21, 1.60], [-1.04, 1.92, -0.52], [0.74, -1.79, 0.54], [0.18, 1.41, 1.43], [1.85, 0.76, -0.97], [-0.21, 0.28, -1.47], [-1.89, 1.40, -0.20], [-1.52, -1.40, 2.19], [1.61, 0.30, -2.66], [0.65, 0.42, 1.53], [-0.97, 0.55, -2.19], [-1.46, -0.74, 1.32], [1.67, -1.54, 0.02], [1.65, 0.46, 1.35], [1.08, 1.89, -2.07], [-0.23, -0.80, -1.40], [-0.46, 2.42, 0.50], [0.15, -2.43, -0.11], [-2.02, -1.19, 0.51], [0.99, -2.37, 1.44], [1.15, 0.83, -1.82]],
  "lowdin_charge": [-0.414, 0.081, -0.096, -0.047, 0.082, 0.047, -0.169, 0.045, 0.096, 0.067, 0.153, 0.062, -0.041, 0.087, 0.112, 0.069, 0.029, -0.267, 0.084, 0.089, 0.098, -0.168],
  "charge": 0,
  "e_above_lowest_kj_mol": 626.1,
  "multiplicity": 1,
  "total_energy_ev": -10434.53868
}

---

(6)
{
  "formula": "C5H9NO",
  "method": "ωB97M-V/def2-TZVPD",
  "elements": ["H", "N", "C", "H", "H", "C", "O", "H", "H", "H", "C", "C", "C", "H", "H", "H"],
  "positions_angstrom": [[-2.06, 0.48, 1.34], [-1.09, -1.17, -0.47], [-0.58, -1.77, -1.61], [0.16, 2.11, 0.19], [-1.20, -1.57, -2.50], [0.96, 1.58, -0.33], [0.37, -2.52, -1.64], [1.90, 2.07, -0.08], [-0.49, 0.77, 2.13], [0.78, 1.70, -1.40], [-0.42, -0.41, 0.30], [0.99, 0.09, 0.05], [-1.09, 0.04, 1.58], [1.57, -0.06, 0.96], [1.47, -0.51, -0.73], [-1.27, -0.83, 2.21]],
  "lowdin_charge": [0.086, 0.133, -0.348, 0.071, 0.122, -0.085, 0.039, 0.074, 0.076, 0.078, -0.335, -0.185, -0.035, 0.121, 0.099, 0.089],
  "charge": 0,
  "e_above_lowest_kj_mol": 108.4,
  "multiplicity": 1,
  "total_energy_ev": -8868.08930
}

---

- multiplicity of number 3 (C6H13N)?
  1

---

What did the fifth record say?
{
  "formula": "C5H14N2O",
  "method": "ωB97M-V/def2-TZVPD",
  "elements": ["C", "H", "N", "C", "H", "H", "C", "H", "H", "H", "N", "H", "C", "H", "H", "H", "H", "O", "H", "H", "H", "C"],
  "positions_angstrom": [[-0.01, -0.57, 0.96], [-1.91, 0.21, 1.60], [-1.04, 1.92, -0.52], [0.74, -1.79, 0.54], [0.18, 1.41, 1.43], [1.85, 0.76, -0.97], [-0.21, 0.28, -1.47], [-1.89, 1.40, -0.20], [-1.52, -1.40, 2.19], [1.61, 0.30, -2.66], [0.65, 0.42, 1.53], [-0.97, 0.55, -2.19], [-1.46, -0.74, 1.32], [1.67, -1.54, 0.02], [1.65, 0.46, 1.35], [1.08, 1.89, -2.07], [-0.23, -0.80, -1.40], [-0.46, 2.42, 0.50], [0.15, -2.43, -0.11], [-2.02, -1.19, 0.51], [0.99, -2.37, 1.44], [1.15, 0.83, -1.82]],
  "lowdin_charge": [-0.414, 0.081, -0.096, -0.047, 0.082, 0.047, -0.169, 0.045, 0.096, 0.067, 0.153, 0.062, -0.041, 0.087, 0.112, 0.069, 0.029, -0.267, 0.084, 0.089, 0.098, -0.168],
  "charge": 0,
  "e_above_lowest_kj_mol": 626.1,
  "multiplicity": 1,
  "total_energy_ev": -10434.53868
}

---

- Which formula does entry 4 have?
  C5H11NO2

---

- What is the charge in the sixth record?
  0